# C4H7NO

A molecular structure, C4H7NO (ωB97M-V/def2-TZVPD, the Open Molecules 2025 dataset).

The energy above the lowest of the compared OMol25 structures with the same formula, charge and spin is 5.927 eV. The calculation puts the electronic energy at -286.41385 Eh. The LUMO energy is 0.9402 eV. The maximum force is 0.36 eV/A. For the highest occupied orbital energy, the calculation gives -8.76 eV. As for the gap between HOMO and LUMO: 9.70 eV. As for the charge: 0.

Geometry as XYZ:
```
13
Properties=species:S:1:pos:R:3:forces:R:3
C 1.93358 0.12557 0.15281 0.2 0.1 -0.1
N 1.30109 0.04156 -1.01906 -0.1 0.0 0.2
C 0.02862 0.31431 -0.85586 0.1 -0.3 0.1
C -0.95379 -0.64060 -0.57147 -0.1 0.1 -0.2
C -1.69643 0.47935 0.11881 -0.3 0.0 0.1
O -0.52540 1.32814 -0.09275 0.1 0.1 0.0
H 1.72513 0.90982 0.88459 0.0 -0.1 -0.1
H 2.93668 -0.29594 0.19769 -0.1 0.0 0.0
H 0.94759 -0.89907 0.89246 -0.2 0.0 -0.1
H 0.03122 -1.06103 0.55070 0.2 0.1 0.1
H -1.27452 -1.55262 -1.05586 0.1 0.1 0.1
H -2.57358 0.88551 -0.39056 0.1 -0.1 0.1
H -1.88018 0.36501 1.18848 0.0 0.0 -0.1
```
Positions in Å, forces in eV/Å.